# 1
84
Properties=species:S:1:pos:R:3 method="wB97M-V/def2-TZVPD" mol_weight_g_mol=853.87 gap_ev="5.004 / 6.866" multiplicity=8
Eu -0.129 0.193 -0.484
N 3.266 -2.398 -0.486
C 2.257 -1.680 0.028
S 2.537 -0.018 0.348
N 1.152 -2.360 0.326
N 0.136 -1.661 0.859
C -0.913 -2.274 1.344
C -1.123 -3.726 1.335
C -2.401 -4.239 1.093
C -2.592 -5.600 0.955
C -1.519 -6.472 1.049
C -0.252 -5.974 1.296
C -0.052 -4.615 1.447
C -1.993 -1.382 1.779
C -2.824 -1.719 2.856
C -3.900 -0.912 3.164
C -4.150 0.201 2.367
C -3.249 0.497 1.362
N -2.175 -0.240 1.079
H 4.119 -1.941 -0.764
H 3.133 -3.374 -0.692
H -3.244 -3.567 0.997
H -3.579 -5.985 0.758
H -1.675 -7.533 0.933
H 0.583 -6.653 1.367
H 0.936 -4.234 1.648
H -2.602 -2.597 3.442
H -4.546 -1.153 3.995
H -5.017 0.822 2.535
H -3.406 1.360 0.726
O 0.218 2.278 0.481
S 0.627 3.703 0.266
C 0.294 3.983 -1.537
C 1.158 3.043 -2.361
C 0.686 2.845 -3.811
C -0.800 2.555 -4.003
S -1.364 1.032 -3.118
O -1.507 1.483 -1.692
C -3.074 1.113 -3.706
C -3.430 0.387 -4.830
C -4.757 0.355 -5.224
C -5.717 1.032 -4.488
C -5.354 1.754 -3.363
C -4.027 1.792 -2.968
C -0.827 4.661 0.788
C -1.926 3.962 1.249
C -3.068 4.646 1.626
C -3.095 6.029 1.553
C -1.981 6.726 1.111
C -0.838 6.044 0.726
H 0.488 5.030 -1.756
H -0.763 3.760 -1.664
H 1.191 2.057 -1.864
H 2.184 3.416 -2.395
H 1.256 2.011 -4.228
H 0.921 3.738 -4.397
H -1.000 2.360 -5.055
H -1.435 3.373 -3.667
H -2.675 -0.148 -5.385
H -5.043 -0.202 -6.101
H -6.751 0.995 -4.793
H -6.102 2.287 -2.796
H -3.718 2.337 -2.088
H -1.859 2.885 1.312
H -3.929 4.101 1.985
H -3.982 6.565 1.849
H -2.000 7.803 1.071
H 0.031 6.582 0.384
N 2.594 -3.982 -4.594
C 2.236 -2.924 -4.312
N 1.820 -1.725 -4.099
C 1.405 -1.026 -3.172
N 0.980 -0.187 -2.451
C -1.465 -3.921 -2.629
N -2.680 -3.233 -2.243
C -2.651 -2.003 -1.720
N -3.851 -1.470 -1.345
O -1.592 -1.374 -1.566
H -1.693 -4.958 -2.853
H -0.741 -3.872 -1.815
H -1.036 -3.445 -3.513
H -3.550 -3.731 -2.310
H -4.711 -1.852 -1.703
H -3.854 -0.485 -1.134



# 2
82
Properties=species:S:1:pos:R:3 method="wB97M-V/def2-TZVPD" mol_weight_g_mol=648.69 gap_ev=5.456 multiplicity=1
O 4.939 -1.915 2.045
C 4.219 -1.170 1.083
C 4.905 -0.290 0.052
C 6.066 0.556 0.351
C 6.590 1.386 -0.727
C 6.062 1.421 -2.081
C 4.895 0.574 -2.391
C 4.353 -0.246 -1.331
C 3.102 -1.139 -1.543
O 2.923 -1.806 -2.536
C 2.125 -1.122 -0.339
C 0.688 -1.047 -0.465
C -0.208 -0.995 0.694
C -1.769 -0.866 0.550
C -2.179 0.008 -0.694
O -2.931 -0.856 -1.571
C -3.049 1.266 -0.333
F -3.589 1.782 -1.506
F -2.218 2.259 0.140
F -4.087 0.994 0.504
C 0.404 -1.067 2.021
C 1.854 -1.143 2.234
C 2.697 -1.147 1.034
H 6.483 0.571 1.379
H 7.453 2.046 -0.472
H 6.443 2.065 -2.897
H 4.411 0.550 -3.395
H 0.211 -1.026 -1.470
H -2.216 -1.882 0.454
H -2.132 -0.312 1.461
H -1.316 0.381 -1.305
H -3.049 -0.432 -2.442
H -0.215 -1.066 2.954
H 2.319 -1.194 3.241
C -5.316 2.496 -4.714
C -4.313 1.443 -4.439
N -3.537 0.627 -4.226
H -5.527 2.538 -5.782
H -6.238 2.277 -4.177
H -4.936 3.463 -4.389
C -3.816 3.768 2.681
C -3.057 3.537 3.932
N -2.469 3.358 4.900
H -3.127 3.920 1.852
H -4.447 2.906 2.466
H -4.445 4.651 2.788
C -2.927 -4.839 -1.622
C -2.165 -5.075 -0.377
N -1.573 -5.249 0.591
H -2.240 -4.706 -2.457
H -3.576 -5.689 -1.829
H -3.538 -3.943 -1.518
C 5.976 0.112 5.168
C 5.475 -0.569 3.954
N 5.088 -1.082 3.009
H 5.228 0.815 5.534
H 6.183 -0.622 5.942
H 6.892 0.654 4.934
C -0.849 4.225 -2.867
C 0.179 3.193 -2.603
N 0.973 2.391 -2.398
H -1.080 4.253 -3.931
H -1.758 3.991 -2.311
H -0.481 5.202 -2.555
C 8.537 -2.351 8.064
C 7.471 -1.322 8.095
N 6.645 -0.526 8.119
H 9.074 -2.355 9.011
H 8.097 -3.334 7.899
H 9.237 -2.133 7.258
C -5.688 6.884 -3.438
C -6.195 6.228 -4.666
N -6.587 5.721 -5.618
H -6.428 7.590 -3.064
H -5.493 6.134 -2.672
H -4.765 7.418 -3.658
C -5.445 -8.956 -2.012
C -5.444 -7.677 -2.760
N -5.443 -6.686 -3.338
H -4.524 -9.048 -1.436
H -6.295 -8.986 -1.332
H -5.514 -9.791 -2.708



# 3
85
Properties=species:S:1:pos:R:3 method="wB97M-V/def2-TZVPD" mol_weight_g_mol=809.07 gap_ev=4.889 multiplicity=1
Mg -1.242 -0.353 0.143
C -3.739 -0.808 -1.935
N -3.360 -1.065 -0.549
C -3.587 -2.472 -0.215
C -4.152 -0.209 0.341
C -3.699 -0.288 1.801
N -2.254 -0.500 1.892
C -1.771 -0.747 3.138
C -0.574 -1.472 3.260
F -0.028 -1.942 2.106
C 0.045 -1.766 4.447
F 1.194 -2.469 4.417
C -0.501 -1.374 5.654
C -1.691 -0.679 5.580
F -2.271 -0.252 6.714
C -2.311 -0.369 4.383
F -3.433 0.382 4.451
H -4.808 -0.996 -2.106
H -3.171 -1.457 -2.605
H -3.520 0.230 -2.188
H -4.661 -2.705 -0.218
H -3.173 -2.689 0.768
H -3.095 -3.112 -0.947
H -5.218 -0.472 0.273
H -4.037 0.803 -0.035
H -4.229 -1.107 2.305
H -4.032 0.634 2.284
H -0.027 -1.591 6.599
O -0.695 -1.985 -0.893
S -0.493 -2.697 -2.200
C 1.210 -3.293 -2.090
C 2.235 -2.173 -1.890
C 3.150 -2.383 -0.681
C 2.488 -2.035 0.644
S 2.005 -0.292 0.969
O 0.800 0.013 0.096
C 3.404 0.466 0.186
C 4.545 0.597 0.965
C 5.708 1.060 0.374
C 5.717 1.392 -0.975
C 4.560 1.285 -1.730
C 3.387 0.828 -1.147
C -0.279 -1.443 -3.453
C -0.344 -1.848 -4.780
C -0.177 -0.903 -5.780
C 0.034 0.430 -5.450
C 0.081 0.825 -4.120
C -0.076 -0.115 -3.111
H 1.384 -3.884 -2.991
H 1.165 -3.981 -1.242
H 1.709 -1.232 -1.744
H 2.826 -2.061 -2.798
H 4.057 -1.792 -0.812
H 3.471 -3.428 -0.623
H 3.143 -2.266 1.487
H 1.560 -2.584 0.792
H 4.515 0.354 2.021
H 6.603 1.180 0.970
H 6.625 1.765 -1.431
H 4.557 1.586 -2.770
H 2.466 0.785 -1.713
H -0.530 -2.886 -5.032
H -0.223 -1.206 -6.817
H 0.158 1.165 -6.235
H 0.249 1.859 -3.850
H -0.007 0.208 -2.079
Se 1.832 3.883 -1.844
N 2.753 3.891 -0.278
C 1.958 3.431 0.670
C 2.236 3.311 2.040
C 1.165 3.005 2.915
C -0.088 2.701 2.523
N -0.348 2.576 1.114
C 0.626 3.010 0.172
N 0.357 3.139 -1.074
H 3.203 3.607 2.418
H 1.340 3.018 3.985
H -0.908 2.448 3.171
C -3.744 3.162 0.768
O -2.575 2.670 1.444
C -1.576 2.235 0.667
O -1.769 1.559 -0.360
H -3.993 4.107 1.244
H -4.572 2.466 0.890
H -3.543 3.316 -0.290



# 4
81
Properties=species:S:1:pos:R:3 method="wB97M-V/def2-TZVPD" mol_weight_g_mol=751.83 gap_ev=5.607 charge=+2 multiplicity=1
Zr -0.082 1.042 1.838
C -1.852 1.840 -4.524
C -2.027 0.528 -4.343
C -1.078 -0.532 -4.815
C 0.433 -0.208 -4.781
C 0.991 0.546 -3.608
C 0.856 1.862 -3.393
C 0.557 2.778 -4.547
C -0.742 2.438 -5.337
C 1.530 1.623 3.294
H -2.627 2.552 -4.208
H -3.005 0.152 -4.002
H -1.341 -0.774 -5.860
H -1.252 -1.473 -4.273
H 0.957 -1.174 -4.757
H 0.732 0.224 -5.748
H 1.790 0.004 -3.077
H 1.137 2.349 -2.455
H 1.393 2.687 -5.263
H 0.529 3.836 -4.257
H -1.118 3.368 -5.789
H -0.481 1.811 -6.204
H 1.096 2.256 4.102
H 2.315 2.202 2.786
H 2.052 0.814 3.830
P 1.676 -0.108 0.503
P -1.340 -1.000 0.667
N 2.880 0.921 -0.266
N 2.762 -1.342 1.143
N -2.026 0.479 -0.017
N -2.823 -1.813 0.882
C 0.935 -1.040 -0.896
C -0.431 -1.730 -0.697
C 3.032 2.279 0.049
C 4.127 2.766 -0.642
C 4.670 1.697 -1.410
C 3.864 0.580 -1.198
C 3.745 -1.076 2.107
C 4.475 -2.229 2.323
C 3.924 -3.250 1.473
C 2.873 -2.680 0.777
C -1.955 1.798 0.584
C -2.644 2.647 -0.294
C -2.928 1.941 -1.463
C -2.539 0.616 -1.282
C -3.947 -1.977 0.065
C -4.854 -2.797 0.730
C -4.260 -3.174 1.976
C -3.022 -2.571 2.053
H 1.672 -1.733 -1.338
H 0.767 -0.206 -1.594
H -1.027 -1.615 -1.615
H -0.363 -2.811 -0.460
H 2.368 2.761 0.756
H 4.502 3.779 -0.575
H 5.549 1.751 -2.031
H 3.916 -0.410 -1.625
H 3.822 -0.090 2.538
H 5.311 -2.347 2.995
H 4.275 -4.267 1.355
H 2.199 -3.095 0.050
H -2.008 1.892 1.712
H -2.951 3.658 -0.051
H -3.372 2.330 -2.373
H -2.629 -0.245 -1.937
H -4.007 -1.510 -0.904
H -5.822 -3.101 0.373
H -4.697 -3.798 2.732
H -2.244 -2.596 2.802
F -1.964 -0.754 8.160
C -1.479 -0.706 6.905
C -1.786 0.421 6.125
F -2.499 1.464 6.613
C -1.324 0.424 4.831
F -1.575 1.501 3.974
C -0.559 -0.646 4.320
O -0.091 -0.574 3.090
C -0.238 -1.758 5.121
F 0.535 -2.773 4.669
C -0.730 -1.782 6.404
F -0.516 -2.852 7.198